ORCA calculation (ωB97M-V with the def2-TZVPD basis set) on C27H34N11OPt as an isolated structure.

Geometry as XYZ:
```
74
Properties=species:S:1:pos:R:3:lowdin_charge:R:1
Pt 0.13 -0.21 -0.57 1.11
C -4.68 0.41 4.30 -0.04
C -3.42 0.13 3.55 -0.27
C -2.23 0.75 3.94 -0.03
C -1.07 0.54 3.24 -0.03
C -1.01 -0.31 2.11 -0.25
N 0.21 -0.40 1.45 -0.14
C 1.34 -0.51 2.22 -0.24
C 1.29 -1.23 3.43 -0.01
C 2.38 -1.33 4.27 -0.02
C 3.58 -0.70 3.95 -0.27
C 4.77 -0.78 4.85 -0.05
C 3.66 -0.02 2.74 0.02
C 2.58 0.08 1.88 -0.14
N 2.77 0.82 0.69 -0.10
C 3.53 1.93 0.59 -0.04
C 3.71 2.19 -0.74 -0.02
C 3.04 1.16 -1.40 -0.14
N 2.45 0.35 -0.53 0.02
C -2.20 -0.97 1.74 -0.11
C -3.37 -0.72 2.45 0.03
N -2.22 -1.95 0.73 -0.06
C -3.17 -2.89 0.53 -0.02
C -2.75 -3.68 -0.51 -0.02
C -1.51 -3.16 -0.89 -0.14
N -1.21 -2.12 -0.13 0.00
H -4.45 0.78 5.29 0.08
H -5.31 -0.47 4.39 0.08
H -5.26 1.18 3.78 0.09
H -2.23 1.40 4.80 0.12
H -0.16 1.03 3.56 0.12
H 0.37 -1.73 3.69 0.12
H 2.30 -1.90 5.18 0.12
H 4.47 -1.00 5.87 0.08
H 5.32 0.16 4.85 0.08
H 5.45 -1.55 4.51 0.09
H 4.59 0.44 2.45 0.12
H 3.86 2.48 1.45 0.14
H 4.24 3.01 -1.18 0.11
H 3.00 0.98 -2.46 0.09
H -4.29 -1.20 2.14 0.11
H -4.06 -2.97 1.11 0.12
H -3.26 -4.53 -0.93 0.10
H -0.82 -3.52 -1.63 0.11
N -1.97 3.89 0.12 0.18
C -1.14 2.83 0.04 -0.65
N -0.07 2.84 0.87 0.18
O -1.33 1.91 -0.76 -0.04
H -1.75 4.70 0.68 0.11
H -2.73 3.95 -0.53 0.12
H -0.01 3.47 1.65 0.11
H 0.45 1.97 0.92 0.06
C -1.40 -0.62 -3.29 -0.16
N -0.09 -0.21 -2.75 -0.22
C 0.19 1.12 -3.33 -0.18
N 0.24 1.09 -4.78 -0.08
C -1.06 0.65 -5.28 -0.16
N -1.40 -0.66 -4.74 -0.08
C -0.38 -1.60 -5.19 -0.16
N 0.94 -1.21 -4.71 -0.08
C 0.92 -1.18 -3.26 -0.18
C 1.24 0.13 -5.20 -0.16
H -2.15 0.10 -2.95 0.14
H -1.66 -1.62 -2.93 0.11
H 1.14 1.50 -2.96 0.10
H -0.61 1.80 -3.01 0.12
H -1.02 0.59 -6.37 0.13
H -1.83 1.37 -4.99 0.14
H -0.37 -1.62 -6.28 0.13
H -0.62 -2.60 -4.82 0.13
H 1.91 -0.90 -2.89 0.11
H 0.68 -2.17 -2.88 0.12
H 1.27 0.10 -6.30 0.13
H 2.23 0.44 -4.84 0.13
```

Summary:
Molar mass = 723.723 g mol⁻¹
LUMO level = -3.255 eV
Charge = +1
Highest occupied orbital energy = -9.45 eV